No. 1
C27H44BCl43N3O4Si | the ωB97M-V functional and the def2-TZVPD basis

The geometry in XYZ format:
```
123
Properties=species:S:1:pos:R:3:forces:R:3:mulliken_charge:R:1
C -5.88960 4.34964 -1.09860 -0.08 -0.12 -0.26 -0.89
O -5.34581 4.41380 0.20380 -0.13 -1.17 -0.58 -0.04
C -4.85127 3.18264 0.69891 0.01 -0.49 -0.14 -0.93
C -3.33771 3.23111 0.89576 -0.07 0.09 0.20 -0.30
C -2.77805 1.91637 1.49228 -0.12 0.03 -0.46 -0.56
C -1.54540 1.41409 0.71150 -0.80 0.17 0.25 -0.89
C -2.02460 0.83818 -0.63045 0.50 0.08 -0.17 -0.12
C -0.84054 0.37394 -1.49263 0.36 -0.16 0.03 -1.08
C -1.16151 -0.78411 -2.41107 0.10 -0.24 -0.17 0.04
N -2.04282 -0.34058 -3.54903 -1.01 -1.43 0.08 -0.18
C -2.47309 -1.39584 -4.29581 1.00 -0.09 0.06 0.32
N -3.72225 -1.51596 -4.81718 0.69 0.09 -0.07 -0.15
Cl -4.77519 -0.19402 -4.61100 -0.05 -0.02 0.16 -0.04
B -4.28115 -2.73895 -5.51414 -0.58 -0.62 -0.22 0.47
O -3.49980 -3.43163 -6.41340 -0.05 1.20 0.61 -0.47
O -5.56581 -3.09518 -5.24633 1.21 -0.10 -0.34 -0.49
N -1.57833 -2.42917 -4.45896 -0.25 1.66 -0.04 0.01
C -0.14039 -2.12675 -4.12063 0.00 -0.36 0.13 -0.06
Si 0.88036 -1.32968 -5.54610 0.25 0.24 -0.10 -0.02
C 2.63531 -1.52432 -4.98051 -0.11 -0.32 0.03 -0.69
C 0.46994 0.47281 -5.76184 -0.15 0.22 0.05 -0.94
C 0.51613 -2.25870 -7.12454 -0.19 0.01 -0.20 -1.10
O 0.00239 -1.35209 -2.93289 -0.15 0.23 -0.12 -0.46
H -6.83973 3.79255 -1.09705 0.26 0.09 -0.09 0.32
H -5.18630 3.88044 -1.80867 -0.14 0.09 0.19 0.26
H -6.07505 5.37464 -1.42713 0.00 -0.16 0.04 0.28
H -5.35664 2.96742 1.64920 0.08 -0.01 -0.08 0.29
H -5.10897 2.36906 -0.00404 0.06 0.14 0.24 0.46
H -3.10411 4.07498 1.56225 0.05 -0.23 -0.12 0.45
H -2.86459 3.47029 -0.06813 -0.09 -0.07 0.15 0.21
H -3.54326 1.12294 1.41461 0.11 0.25 0.18 0.39
H -2.56384 2.05093 2.55155 0.06 -0.04 -0.08 0.17
H -1.03463 0.62886 1.28623 0.02 0.21 -0.20 0.45
H -0.86278 2.26223 0.56285 0.06 -0.32 -0.04 0.28
H -2.69590 -0.00941 -0.42997 0.06 0.13 0.02 0.38
H -2.60232 1.60781 -1.16889 0.03 -0.24 0.13 0.18
H -0.03204 0.00361 -0.84241 -0.21 0.10 -0.16 0.39
H -0.41824 1.19981 -2.08010 -0.05 -0.17 0.08 0.29
H -1.72232 -1.56501 -1.86622 0.05 0.19 -0.03 0.20
H -2.78672 0.26407 -3.21448 0.00 0.14 -0.21 0.38
H -3.04000 -4.19833 -6.08191 -0.15 -0.80 -0.08 0.34
H -5.87270 -2.84528 -4.37520 -0.46 0.33 0.24 0.29
H -1.59519 -2.77937 -5.41500 -0.36 -0.34 0.15 0.28
H 0.31780 -3.10835 -3.91873 -0.24 0.14 0.05 0.57
H 3.31685 -0.95341 -5.62222 -0.06 -0.10 0.21 0.43
H 2.93604 -2.58257 -5.00072 0.02 0.28 0.02 0.36
H 2.71624 -1.17355 -3.94493 0.12 0.02 -0.24 -0.14
H 0.39508 0.98854 -4.79452 0.01 -0.09 -0.24 0.26
H -0.44786 0.64952 -6.33877 0.16 -0.01 0.18 0.28
H 1.30038 0.93155 -6.31480 -0.17 -0.03 0.07 0.44
H 0.61603 -3.34718 -7.04257 0.02 0.14 -0.02 0.36
H -0.47599 -2.02102 -7.54164 0.23 -0.10 0.11 0.37
H 1.25004 -1.91515 -7.86766 -0.15 -0.14 0.10 0.35
C -0.57689 2.04691 5.66039 0.00 0.02 0.03 0.62
Cl -0.66388 0.96584 4.26349 0.07 -0.10 -0.01 -0.12
Cl -1.43869 3.55258 5.33530 0.01 -0.01 -0.02 -0.12
Cl -1.19003 1.25913 7.10507 0.00 0.00 0.00 -0.11
H 0.46652 2.28171 5.82216 -0.02 0.01 0.00 -0.28
C 4.77310 -0.97472 -1.55505 -0.05 0.05 -0.08 -0.16
Cl 5.37052 -1.91048 -2.92129 0.09 0.02 0.17 0.00
Cl 4.09841 0.57262 -2.09272 0.02 0.05 0.02 -0.12
Cl 3.56972 -1.87879 -0.64066 -0.07 -0.12 -0.07 -0.10
H 5.60611 -0.75588 -0.89940 0.01 -0.04 0.02 0.40
C 7.99847 -5.12143 -3.90959 0.07 -0.06 0.03 0.88
Cl 6.69537 -4.35358 -4.82878 0.01 -0.03 -0.08 -0.14
Cl 7.86741 -4.73546 -2.19446 -0.02 0.00 0.00 -0.12
Cl 8.02553 -6.85549 -4.17728 -0.11 -0.10 -0.01 -0.11
H 8.93551 -4.72379 -4.27457 -0.04 0.02 0.00 -0.57
C 11.58080 -3.93689 -6.49929 -0.03 -0.07 0.01 -0.05
Cl 13.25206 -3.96455 -5.95903 0.01 -0.01 0.00 -0.10
Cl 10.96638 -5.56172 -6.78866 -0.01 -0.01 -0.01 -0.08
Cl 10.55347 -3.09090 -5.32752 0.06 0.16 -0.02 -0.11
H 11.53103 -3.38639 -7.42874 0.00 0.02 -0.01 0.36
C -9.15133 4.67312 0.84348 0.11 0.11 -0.06 1.32
Cl -9.52455 3.70339 -0.58799 -0.16 -0.03 0.04 -0.17
Cl -10.08901 6.16857 0.86294 0.07 -0.12 -0.01 -0.15
Cl -9.39835 3.75170 2.32142 0.05 -0.09 -0.13 -0.05
H -8.10096 4.93076 0.78538 -0.02 0.03 0.03 -0.95
C -8.97746 4.33107 5.63283 -0.08 0.12 0.00 0.12
Cl -9.47938 5.10734 7.12960 0.02 -0.01 0.01 -0.12
Cl -7.22500 4.15130 5.56201 0.03 -0.01 -0.01 -0.09
Cl -9.77606 2.76972 5.43235 0.09 -0.15 0.04 -0.12
H -9.28165 4.96076 4.80618 0.00 0.00 0.02 0.21
C -13.43428 3.11810 4.60418 0.13 0.04 -0.02 0.06
Cl -15.17024 2.85226 4.49202 0.00 0.03 0.01 -0.13
Cl -12.80295 3.89162 3.14623 -0.10 -0.04 -0.02 -0.08
Cl -13.00845 4.07170 6.02074 -0.14 0.06 0.11 -0.10
H -12.95405 2.15343 4.70089 0.00 -0.01 -0.02 0.25
C 3.50544 1.28296 7.20623 -0.16 -0.07 0.09 0.62
Cl 3.31916 0.29413 5.75400 -2.12 0.81 3.61 -0.19
Cl 2.71954 2.85259 6.98776 0.07 0.09 0.02 -0.16
Cl 2.87366 0.45568 8.62000 0.01 -0.01 0.04 -0.11
H 4.56106 1.46307 7.35802 0.04 -0.02 -0.04 -0.28
C 12.08471 -7.40732 -2.73986 -0.04 -0.05 -0.04 -0.02
Cl 12.65136 -8.16449 -4.22609 0.00 -0.01 0.00 -0.12
Cl 11.33503 -5.84692 -3.08178 0.09 0.12 0.06 -0.03
Cl 10.97037 -8.46101 -1.87281 -0.01 -0.01 0.00 -0.12
H 12.94196 -7.22945 -2.10506 0.01 0.01 0.01 0.32
C -4.62669 6.69768 1.07513 0.25 0.19 0.41 1.21
Cl -6.37799 6.82754 0.93331 -0.16 0.69 0.22 -0.15
Cl -3.83512 7.31437 -0.37559 0.02 0.01 -0.05 -0.14
Cl -4.04407 7.51533 2.51981 0.02 0.16 0.08 -0.15
H -4.39283 5.64428 1.15552 0.00 0.62 0.05 -0.78
C 4.34033 -0.14761 3.55657 0.69 -0.15 -1.52 0.06
Cl 5.75679 -0.33485 4.57830 0.92 -0.22 -0.72 -0.06
Cl 4.79716 0.19690 1.88340 0.13 0.05 -0.07 -0.12
Cl 3.30224 -1.57234 3.63489 0.00 -0.29 -0.41 -0.16
H 3.76984 0.69791 3.91736 0.40 -0.06 -0.97 0.41
C 8.91314 0.58166 7.11507 0.11 -0.15 -0.01 0.01
Cl 7.35424 1.24108 7.60517 -0.06 0.05 0.06 -0.10
Cl 9.95542 0.34073 8.51662 0.03 0.02 -0.01 -0.11
Cl 8.71649 -0.92437 6.21835 -0.01 0.04 0.03 -0.13
H 9.39301 1.29898 6.46333 -0.01 0.03 0.00 0.32
C -3.48056 -5.10244 -2.77034 0.03 -0.09 -0.01 1.21
Cl -4.98351 -4.75354 -1.90738 0.14 0.05 -0.03 -0.13
Cl -2.10894 -5.28072 -1.67648 -0.13 0.08 -0.01 -0.11
Cl -3.65906 -6.52360 -3.79624 0.01 0.07 -0.05 -0.12
H -3.26347 -4.25865 -3.41340 0.01 0.04 0.04 -0.84
C 8.29347 -1.04650 11.67177 0.01 0.03 -0.01 0.34
Cl 6.70345 -0.36167 12.01037 -0.02 0.01 0.00 -0.12
Cl 9.22266 -1.25459 13.15386 -0.01 -0.01 0.00 -0.13
Cl 8.15120 -2.56658 10.79177 0.00 -0.01 -0.02 -0.11
H 8.82324 -0.34794 11.03878 0.00 0.01 -0.01 0.01
```
Positions in Å, forces in eV/Å.

Kohn-Sham gap (eV): 8.526
LUMO level (eV): -3.33
Charge: +1



No. 2
C27H44BrIrNOP2S | the ωB97M-V functional and the def2-TZVPD basis

The geometry in XYZ format:
```
78
Properties=species:S:1:pos:R:3:forces:R:3:lowdin_spin:R:1
C 3.39072 5.29392 -1.00112 -0.53 -0.17 -0.74 0.09
C 2.30556 4.50909 -1.46190 0.88 0.18 -0.72 0.00
C 2.24925 4.20102 -2.84890 0.35 0.83 0.66 0.09
C 3.09750 4.90986 -3.71057 0.27 -0.08 -1.80 0.07
N 4.01787 5.75807 -3.26273 -2.43 -1.95 2.80 0.76
C 4.17747 5.94721 -1.95600 1.58 1.18 0.01 0.08
C 1.27979 4.12584 -0.55821 -0.93 -0.35 1.52 0.19
C 0.42209 3.95362 0.31706 0.86 1.10 -1.78 -0.01
C -0.76610 3.61227 0.94730 0.15 1.17 -0.04 0.25
C -0.84344 3.26692 2.32126 0.16 -1.41 1.20 0.04
C -1.31071 1.98831 2.55236 0.20 1.27 -0.31 0.11
C -1.71113 1.28553 1.37458 -0.93 -0.19 0.73 0.30
C -2.29821 1.95390 0.27520 0.05 1.60 -0.18 0.10
C -1.85456 3.25184 0.09626 -0.56 -1.62 -0.89 0.03
Ir -1.39283 -0.59714 1.32450 -0.71 -2.46 -0.63 1.44
P 0.73215 -0.37342 0.52089 2.49 0.30 -0.56 0.02
H 1.56147 3.46210 -3.26363 0.11 0.51 0.02 0.01
H 3.60459 5.42018 0.06324 -0.11 0.28 -0.46 0.01
H 3.02444 4.78796 -4.79470 0.02 -0.05 0.19 0.02
H 4.95653 6.64670 -1.64083 -0.06 -0.15 -0.05 0.02
H -2.15056 3.87367 -0.75183 0.27 -0.23 0.14 0.00
H -0.42733 3.88740 3.11547 0.19 -0.15 -0.28 0.00
H -2.98413 1.43616 -0.39739 0.21 0.41 0.21 0.01
H -1.29922 1.49330 3.52853 0.08 0.40 -0.35 0.01
C 1.57985 -2.02810 0.65937 -0.56 -0.04 0.36 0.00
C 2.81444 -2.31308 -0.19099 0.40 -0.09 -0.23 0.00
H 0.81035 -2.79467 0.47589 0.19 0.20 0.13 0.00
H 1.84204 -2.13046 1.72456 -0.19 0.10 -0.28 0.00
H 3.12900 -3.35038 -0.00996 -0.15 0.26 -0.01 0.00
H 2.63986 -2.22428 -1.26995 -0.04 0.02 0.22 0.00
H 3.66939 -1.68276 0.08199 -0.27 -0.13 -0.11 0.00
C 1.01119 0.31472 -1.16571 -0.74 -0.37 -0.12 0.00
C 2.42873 0.73571 -1.53230 0.41 0.14 -0.11 0.00
H 0.32775 1.17086 -1.25615 0.00 -0.13 -0.01 0.00
H 0.66869 -0.44639 -1.87422 0.05 0.27 0.14 0.00
H 2.47333 0.95291 -2.60574 -0.09 -0.14 0.13 0.00
H 2.73281 1.65618 -1.02559 -0.02 -0.20 0.11 0.00
H 3.17286 -0.04285 -1.33427 -0.21 0.30 -0.08 0.00
C 1.73555 0.79330 1.53325 -0.39 0.08 0.42 0.01
C 3.24202 0.54429 1.65689 0.38 0.05 0.02 0.00
H 1.29592 0.78844 2.54008 0.09 0.07 -0.11 0.00
H 1.53889 1.79249 1.11149 0.02 -0.29 0.15 0.00
H 3.65784 1.27630 2.36233 -0.15 -0.20 -0.11 0.00
H 3.47372 -0.45057 2.05597 -0.07 0.24 -0.10 0.00
H 3.78974 0.68047 0.71638 -0.24 -0.15 0.28 0.00
Br -3.43347 -1.74400 2.11323 -0.43 0.76 0.01 0.67
P -1.96141 -1.92683 -0.87904 -0.11 -0.60 -0.88 0.22
C -0.69544 -2.51368 -2.08322 0.69 0.31 0.18 0.03
C -1.04312 -3.70378 -2.98662 -0.27 -0.25 -0.13 0.01
H 0.20555 -2.74549 -1.49539 -0.14 0.01 -0.34 0.00
H -0.45704 -1.65392 -2.72562 -0.08 -0.19 0.19 0.00
H -0.17111 -3.90675 -3.62819 -0.30 0.06 0.25 0.00
H -1.25234 -4.61728 -2.41456 0.12 0.24 -0.28 0.00
H -1.89614 -3.49300 -3.64976 0.30 -0.13 0.32 0.00
C -2.92206 -3.43939 -0.47565 0.13 0.14 0.67 0.07
C -4.35424 -3.46986 -0.98087 -0.50 -0.24 -0.28 0.01
H -2.93470 -3.48709 0.62821 0.14 -0.29 -0.41 0.02
H -2.34035 -4.30270 -0.82082 -0.16 0.21 0.17 0.00
H -4.92129 -4.16807 -0.35428 0.04 0.13 -0.19 0.00
H -4.85160 -2.49399 -0.92604 0.05 -0.23 0.04 0.00
H -4.41703 -3.83711 -2.01260 0.02 0.12 0.28 0.00
C -2.96037 -0.73795 -1.86838 0.08 0.31 0.82 0.03
C -3.40466 -1.17520 -3.25655 -0.22 -0.18 -0.39 0.01
H -2.32917 0.16126 -1.94849 -0.09 -0.20 0.00 0.00
H -3.81960 -0.47031 -1.23561 0.06 0.01 -0.21 0.00
H -3.96385 -0.34481 -3.70243 0.10 -0.16 0.04 0.00
H -2.56364 -1.39794 -3.92205 -0.16 0.08 0.18 0.00
H -4.07599 -2.04010 -3.23401 0.22 0.23 0.00 0.00
C -1.76215 -1.42972 5.15170 -0.05 0.28 -0.11 0.01
S -0.20860 -1.17926 4.27964 -0.43 -1.05 0.36 0.02
C 0.70729 -2.57958 4.94989 0.50 0.26 0.03 0.01
O -0.50508 -1.72840 2.83705 0.58 -0.04 0.07 0.19
H -1.51493 -1.51429 6.21474 -0.20 0.05 -0.13 0.00
H -2.24673 -2.33285 4.76566 0.27 0.03 0.24 0.01
H -2.40127 -0.55767 4.97868 0.09 -0.13 0.15 0.00
H 0.43692 -3.47867 4.38553 -0.08 0.24 0.12 0.00
H 1.77244 -2.34552 4.84141 -0.21 -0.18 0.00 0.00
H 0.47000 -2.68248 6.01229 0.04 0.02 -0.16 0.00
```
Positions in Å, forces in eV/Å.

Kohn-Sham gap (alpha / beta) (eV): 6.638 / 5.916
⟨S²⟩: 8.8344
Energy relative to the best compared isomer or geometry (same formula, charge and spin) (kcal/mol): 0.0
LUMO level (alpha / beta) (eV): -12.41 / -14.73
Multiplicity: 6
Charge: +4



> What is the charge in the second record?

+4



> charge of number 2 (C27H44BrIrNOP2S)?

+4